Entry 1:
DFT (the ωB97M-V functional and the def2-TZVPD basis) results for C48H61BN6S2Sn as an isolated structure in a non-equilibrium geometry.

CARTESIAN COORDINATES (ANGSTROEM)
1 Sn 1.2007 0.4967 0.6256
2 C -1.2971 4.0785 -0.0711
3 C -1.9998 2.7436 -0.3879
4 C -2.8070 3.0293 -1.6872
5 C -2.8539 2.1898 0.7267
6 C -3.5520 3.1399 1.4719
7 C -4.3463 2.7715 2.5273
8 C -4.4695 1.4227 2.8492
9 C -3.7711 0.4284 2.1457
10 C -4.0290 -0.9690 2.6447
11 C -2.9707 -2.0564 2.5798
12 C -5.3661 -1.5506 2.0824
13 C -2.9461 0.8116 1.0422
14 N -2.1218 -0.0993 0.3527
15 C -2.4393 -0.5913 -0.7907
16 C -1.4299 -1.4388 -1.5472
17 N -0.2097 -1.5493 -1.1779
18 C 0.8087 -2.0958 -2.1157
19 C 3.1003 -0.6584 -2.6066
20 C 3.8596 -1.8224 -3.1838
21 C 3.6740 -3.1658 -3.0412
22 C 2.7081 -3.8290 -2.2004
23 C 1.5353 -3.3822 -1.6327
24 C 0.8467 -4.4003 -0.6811
25 C -0.5609 -4.8566 -1.1061
26 C 0.9318 -3.9940 0.8098
27 C 3.4903 0.5833 -3.5307
28 C 3.4115 0.3980 -5.0620
29 C 2.8781 1.9563 -3.1715
30 C -2.2284 -2.0721 -2.6683
31 C -1.9464 -2.9842 -3.6802
32 C -2.9279 -3.2685 -4.6293
33 C -4.1816 -2.6860 -4.5788
34 C -4.5517 -1.7757 -3.5661
35 C -5.7916 -1.1366 -3.3417
36 C -5.9515 -0.2200 -2.2948
37 C -4.9196 0.0627 -1.3905
38 C -3.6980 -0.6013 -1.5645
39 C -3.5148 -1.5021 -2.6345
40 H -0.6202 4.3783 -0.8736
41 H -0.7876 4.0754 0.9100
42 H -2.0710 4.8628 -0.0130
43 H -1.2648 1.9771 -0.6150
44 H -3.4660 3.8797 -1.4812
45 H -3.3973 2.1690 -2.0013
46 H -2.1182 3.3337 -2.4883
47 H -3.4690 4.1955 1.2273
48 H -4.8877 3.5208 3.0822
49 H -5.1503 1.1058 3.6766
50 H -4.1960 -0.8150 3.7107
51 H -2.7559 -2.3579 1.5281
52 H -3.3099 -2.9327 3.1341
53 H -2.0569 -1.7324 3.0970
54 H -5.2423 -1.8526 1.0351
55 H -6.1614 -0.8032 2.1892
56 H -5.6202 -2.4402 2.6779
57 H 4.8304 -1.5059 -3.6229
58 H 4.3152 -3.8829 -3.6104
59 H 3.0220 -4.8267 -1.8751
60 H 1.4757 -5.2925 -0.7557
61 H -1.3326 -4.1174 -0.8841
62 H -0.8127 -5.7700 -0.5223
63 H -0.5914 -5.1660 -2.1658
64 H 0.1085 -3.3288 1.0933
65 H 1.8584 -3.4697 1.0982
66 H 0.8562 -4.8758 1.4551
67 H 4.5601 0.6968 -3.3578
68 H 2.4053 0.6027 -5.4545
69 H 3.7465 -0.5928 -5.3909
70 H 4.1030 1.1117 -5.4926
71 H 1.8847 2.0989 -3.6462
72 H 3.5477 2.7456 -3.5493
73 H 2.7974 2.0901 -2.0828
74 H -0.9778 -3.4738 -3.7779
75 H -2.6949 -4.0253 -5.3754
76 H -4.9332 -2.9608 -5.3022
77 H -6.6303 -1.3255 -3.9912
78 H -6.9211 0.2767 -2.2048
79 H -5.0842 0.8461 -0.6491
80 C 5.1628 4.4809 1.6006
81 N 3.8358 4.4556 2.2228
82 C 3.1608 5.5353 2.7810
83 C 1.9635 5.0820 3.2120
84 N 1.8972 3.7045 2.9493
85 B 0.7589 2.6957 3.3552
86 N 1.1745 1.6845 4.4709
87 C 1.6599 2.0197 5.7440
88 C 2.0009 0.8754 6.3811
89 N 1.6774 -0.1771 5.5425
90 C 1.8143 -1.6181 5.7986
91 C 1.2058 0.3438 4.3552
92 S 0.6069 -0.6464 3.1182
93 C 3.0482 3.3387 2.3431
94 S 3.4818 1.7947 1.8310
95 H 5.5557 5.4956 1.6433
96 H 5.0613 4.1356 0.5661
97 H 5.8002 3.7800 2.1550
98 H 3.5854 6.5279 2.7988
99 H 1.1375 5.6330 3.6253
100 H -0.2357 3.2841 3.7007
101 H 0.3614 2.0861 2.4039
102 H 1.7141 3.0380 6.1228
103 H 2.4021 0.7457 7.3469
104 H 2.3833 -1.8527 6.6657
105 H 2.2235 -2.0629 4.8784
106 H 0.7862 -2.0262 5.8748
107 C 5.1308 -0.5998 -1.0275
108 C 3.6116 -0.3078 -1.1339
109 C 1.5816 -0.9304 -2.7810
110 C 2.7724 -0.8610 0.0089
111 H 5.5998 -0.2370 -1.9553
112 H 5.2870 -1.6757 -0.9189
113 H 5.5571 -0.0540 -0.1923
114 H 3.5523 0.7645 -1.0752
115 H 0.2291 -2.4839 -2.9714
116 H 1.3684 -1.0106 -3.8607
117 H 1.0134 -0.0085 -2.5695
118 H 3.3146 -0.9868 0.9552
119 H 2.2366 -1.7879 -0.2125

Total charge: 0
E_HOMO in eV: -6.60
Max |F| in eV/A: 2.40
Calculated total energy in eV: -87885.4300
LUMO energy in eV: -0.395


Entry 2:
DFT (the ωB97M-V functional and the def2-TZVPD basis) results for C21H65Br2ClN2O23S2 as an isolated structure in a non-equilibrium geometry.

CARTESIAN COORDINATES (ANGSTROEM)
1 C 6.9628 -1.9011 0.7268
2 C 5.5457 -1.4651 0.4112
3 C 5.2934 -0.1196 0.2203
4 C 4.0014 0.2804 -0.0212
5 C 2.9862 -0.6446 -0.0969
6 C 3.2258 -1.9921 0.0479
7 C 2.1320 -3.0418 -0.0830
8 C 0.9518 -2.4444 -0.8444
9 C -0.2777 -2.1222 -0.3544
10 C -0.5946 -2.3722 1.1121
11 Br 0.5081 -1.1980 2.2042
12 C -2.1179 -2.1635 1.5062
13 C -2.5476 -3.2470 2.4888
14 Br -2.3510 -0.4659 2.5169
15 C -1.2660 -1.5283 -1.2032
16 C -1.0188 -1.2482 -2.5006
17 C -2.0777 -0.5664 -3.3434
18 C -2.7033 0.6260 -2.6175
19 C -1.7488 1.8188 -2.5234
20 C -0.7554 1.7075 -1.3440
21 S -0.6080 3.3398 -0.6457
22 O -1.8701 3.7807 -0.1236
23 O -0.0431 4.2412 -1.6134
24 Cl 0.7309 3.2105 0.8839
25 C 0.2337 -1.5574 -3.0481
26 N 0.6584 -1.3273 -4.2826
27 S 2.1754 -1.8622 -4.3505
28 N 2.3572 -2.4045 -2.8456
29 C 1.2145 -2.1698 -2.2090
30 C 4.5308 -2.3804 0.3208
31 H 7.4975 -2.2037 -0.1726
32 H 6.9136 -2.7646 1.3894
33 H 7.4621 -1.0736 1.2230
34 H 6.0733 0.6282 0.2576
35 H 3.7671 1.3266 -0.1665
36 H 1.9886 -0.2597 -0.2736
37 H 2.4782 -3.8875 -0.6660
38 H 1.8410 -3.4387 0.8848
39 H -0.3170 -3.3877 1.3803
40 H -2.7551 -2.1062 0.6379
41 H -1.9500 -3.1003 3.3857
42 H -3.5982 -3.0754 2.7135
43 H -2.4301 -4.2435 2.0662
44 H -2.2318 -1.2803 -0.8035
45 H -2.8597 -1.2641 -3.6436
46 H -1.6350 -0.1848 -4.2642
47 H -3.5703 0.9474 -3.1815
48 H -3.0497 0.3832 -1.6172
49 H -1.2182 2.0219 -3.4514
50 H -2.3597 2.7037 -2.3322
51 H -1.0979 1.0447 -0.5540
52 H 0.2411 1.4607 -1.7116
53 H 4.7096 -3.4401 0.4671
54 O 5.4115 1.5215 -2.5419
55 H 5.2888 2.3885 -2.9493
56 H 5.4122 0.8961 -3.2721
57 O -3.7576 5.4938 2.1194
58 H -3.8065 6.3789 1.7418
59 H -3.4521 4.9449 1.3855
60 O 4.2744 -1.4023 3.1333
61 H 3.3548 -1.5274 2.8757
62 H 4.3494 -0.4845 3.4075
63 O 0.4458 -5.4010 2.6664
64 H 0.8251 -6.2486 2.9157
65 H 0.8392 -4.7818 3.2920
66 O -5.3343 7.4709 0.3646
67 H -5.8621 7.3384 -0.4289
68 H -5.6933 6.8328 0.9934
69 O 0.8618 6.8309 -0.0268
70 H 0.9493 6.0148 0.4807
71 H 0.5491 6.5277 -0.8885
72 O -3.3935 3.0961 4.0470
73 H -3.4535 3.9685 3.6326
74 H -3.1450 2.4845 3.3422
75 O 0.8522 -5.3865 5.6059
76 H 0.7294 -5.8600 6.4347
77 H 0.2746 -4.6188 5.6840
78 O 4.9122 3.5912 -4.5885
79 H 4.8031 4.4780 -4.9497
80 H 4.8989 3.0122 -5.3600
81 O -3.4114 -2.0238 -5.9885
82 H -3.1864 -2.8411 -6.4449
83 H -2.8790 -1.3525 -6.4281
84 O 0.9055 8.9576 2.0042
85 H 0.7711 9.7733 1.5134
86 H 0.9688 8.2749 1.3220
87 O -3.0362 -3.7795 -2.2869
88 H -3.2278 -4.2068 -3.1273
89 H -2.3564 -3.1245 -2.4894
90 O 2.1419 2.2756 -4.0365
91 H 2.9188 2.7410 -4.3758
92 H 1.4547 2.9496 -4.0118
93 O 2.2565 -1.9833 4.9247
94 H 2.1674 -1.0750 5.2309
95 H 3.0126 -2.3248 5.4139
96 O -5.2514 -3.3981 4.0750
97 H -6.1316 -3.6010 3.7414
98 H -5.3099 -2.4734 4.3435
99 O -5.6158 0.4271 -2.3359
100 H -6.2780 -0.0643 -2.8338
101 H -6.0646 1.2427 -2.0868
102 O 1.6568 -5.4629 -2.1445
103 H 1.5308 -4.6105 -2.5766
104 H 1.7277 -6.0904 -2.8710
105 O -5.5117 1.8824 1.9316
106 H -5.0602 1.0619 2.1591
107 H -5.1962 2.5192 2.5878
108 O 3.8616 6.3856 -0.1241
109 H 4.2737 7.0215 0.4688
110 H 2.9127 6.5267 -0.0056
111 O -7.0751 0.2864 4.4457
112 H -6.3366 0.8625 4.2207
113 H -7.8514 0.8236 4.2604
114 O 3.0885 -5.7168 0.6612
115 H 2.3627 -5.8883 0.0467
116 H 2.8974 -6.2762 1.4197

Total charge: 0
E_HOMO in eV: -8.05
Max |F| in eV/A: 1.84
Calculated total energy in eV: -247182.9088
LUMO energy in eV: -0.765


Entry 3:
DFT (the ωB97M-V functional and the def2-TZVPD basis) results for a 12-piece molecular cluster, C7H36O12 overall in a non-equilibrium geometry.

CARTESIAN COORDINATES (ANGSTROEM)
1 C 1.7833 -2.1249 -2.6082
2 O 2.0722 -3.2630 -1.8961
3 C 0.5333 -1.2734 -2.4190
4 C -0.6387 -2.3108 -2.3297
5 C -2.0957 -1.8465 -1.9055
6 C -3.1668 0.0192 -0.7757
7 C -2.2936 -0.9452 -0.7299
8 C -1.4601 -1.4180 0.4590
9 H 2.7025 -1.4359 -2.5120
10 H 1.6698 -2.5497 -3.6776
11 H 1.4155 -3.9581 -2.2388
12 H 0.4621 -0.5607 -1.6737
13 H 0.1574 -0.5828 -3.2910
14 H -0.6021 -2.9309 -3.2221
15 H -0.1940 -2.8011 -1.3934
16 H -2.5225 -1.5173 -2.9412
17 H -2.6184 -2.8018 -1.7683
18 H -3.6213 0.3372 -1.5942
19 H -3.4808 0.6853 0.0162
20 H -1.8479 -1.2463 1.5778
21 H -1.2873 -2.5433 0.4690
22 H -0.4302 -0.9701 0.3794
23 H -1.6597 1.6298 -0.4790
24 H -1.9354 3.1394 -0.2578
25 O -2.3695 2.2932 -0.4940
26 H 2.3653 2.0823 3.0971
27 H 3.1398 1.2159 2.1549
28 O 2.9845 1.4165 3.0754
29 H 1.6797 -3.9518 0.0370
30 H 0.7205 -4.1437 1.0721
31 O 1.1799 -4.5852 0.4099
32 H 2.2455 -0.5198 0.2204
33 H 3.1357 -1.7475 0.5149
34 O 2.2609 -1.3899 0.5634
35 H -0.1902 0.4308 1.1250
36 H 0.1795 1.1749 2.3255
37 O -0.4959 1.1173 1.7235
38 H -1.9343 3.6775 2.1144
39 H -0.3713 3.7100 1.9196
40 O -1.1717 4.1046 1.5896
41 H -0.9613 2.8837 -2.2625
42 H -0.2119 4.0280 -2.7547
43 O -0.1308 3.1197 -2.6576
44 H -3.4236 0.5765 3.0178
45 H -2.0714 1.2180 2.7954
46 O -2.7867 1.3073 3.3409
47 H 1.7317 1.9869 0.0492
48 H 2.7323 1.1849 -0.8279
49 O 2.1211 1.1648 -0.0859
50 H 1.2981 -1.6146 2.1711
51 H 1.9359 -0.7642 3.1826
52 O 0.9886 -1.1848 3.0270
53 H 0.8694 3.3378 -1.3231
54 H 0.2185 3.7652 0.1061
55 O 0.9392 3.2712 -0.3804

Total charge: 0
E_HOMO in eV: -9.51
SMILES: C=C(C)CCCCO.O.O.O.O.O.O.O.O.O.O.O
Relative energy (zero: lowest compared OMol25 entry of this formula, charge and spin) in kcal per mole: 121.7
Max |F| in eV/A: 5.24
Calculated total energy in eV: -32409.4788
LUMO energy in eV: -0.111


Entry 4:
DFT (the ωB97M-V functional and the def2-TZVPD basis) results for one molecule with the formula C6H8Cl2 in a non-equilibrium geometry.

CARTESIAN COORDINATES (ANGSTROEM)
1 C 0.3700 -1.4492 -0.0443
2 C -0.2273 -0.1981 0.6154
3 C -0.0296 -0.2557 -0.8860
4 C -1.5478 -0.0369 -0.0444
5 C 0.4420 0.4150 1.8087
6 C 0.6310 0.7079 -1.7994
7 Cl -2.2300 1.5047 -0.0474
8 Cl -2.6582 -1.3737 -0.2271
9 H 1.4607 -1.5412 0.2195
10 H -0.2738 -2.3303 -0.1453
11 H 0.3049 -0.2315 2.7100
12 H 0.1147 1.4597 1.9880
13 H 1.4782 0.4082 1.5983
14 H 1.6790 0.4311 -1.7756
15 H 0.5094 1.7221 -1.2085
16 H -0.0231 0.7678 -2.7620

Total charge: 0
E_HOMO in eV: -8.86
SMILES: C[C@@]12C[C@]1(C)C2(Cl)Cl
Relative energy (zero: lowest compared OMol25 entry of this formula, charge and spin) in kcal per mole: 45.9
Max |F| in eV/A: 5.01
Calculated total energy in eV: -31393.6373
LUMO energy in eV: 0.736


The lowest LUMO energy belongs to which entry?
C21H65Br2ClN2O23S2